Entry from OMol25: a structure of composition C6H4O (wB97M-V/def2-TZVPD).

Each line ends with the natural charge from an NBO analysis.
Element x y z (Å)
C: 2.0747 0.4385 -0.1980  -0.359
C: 2.1322 -0.6456 0.4555  0.033
C: 1.1613 -1.3953 0.9764  -0.035
C: -0.0568 -1.1196 0.9938  -0.006
C: -0.6696 -0.0520 0.3138  0.102
C: -1.8597 0.1178 -0.5079  -0.112
O: -1.6432 0.8258 0.7215  -0.451
H: 2.6424 1.1653 -0.7544  0.248
H: 0.6845 0.5686 -0.1227  0.194
H: -2.6539 -0.6249 -0.4678  0.195
H: -1.8119 0.7216 -1.4103  0.192

=====

Entry from OMol25: a cluster of 2 separate species, C5H14NO in total (wB97M-V/def2-TZVPD).

Each line ends with the natural charge from an NBO analysis.
Element x y z (Å)
C: 1.9798 -0.7191 -0.5077  -0.107
O: 1.2184 -0.8060 0.7310  -0.739
C: 1.4839 0.4236 -1.3467  -0.249
C: 0.8941 0.2230 -2.5167  -0.350
H: 1.7941 -1.6569 -1.0196  0.201
H: 3.0270 -0.6104 -0.2373  0.203
H: 1.5486 -0.1058 1.3093  0.481
H: 1.6862 1.4216 -0.9764  0.206
H: 0.5099 1.0419 -3.1080  0.216
H: 0.7717 -0.7805 -2.9010  0.204
C: -1.7096 1.3462 0.2966  -0.419
N: -1.4515 -0.0805 0.6692  -0.523
C: -1.8958 -0.3865 2.0692  -0.423
H: -1.6280 1.4570 -0.7796  0.240
H: -2.7203 1.6061 0.6023  0.231
H: -0.9800 1.9693 0.8010  0.227
H: -0.4256 -0.2960 0.6256  0.472
H: -1.9380 -0.6964 0.0230  0.427
H: -1.5978 0.4444 2.7007  0.227
H: -1.4040 -1.2951 2.4056  0.241
H: -2.9692 -0.5395 2.0957  0.235

## Properties
Charge ... +1

=====

Calculated energy relative to the best compared isomer or geometry (same formula, charge and spin), 668.8; 148.7 kJ/mol (same order as the records).
Calculated LUMO energy, -0.1872; -2.9576 eV (same order as the records).
Calculated frontier orbital gap, 0.3347; 0.4011 Ha (same order as the records).